Computed, not measured: C4H4BrClO3 in the gas phase in a non-equilibrium geometry, with ωB97M-V with the def2-TZVPD basis set.

Properties
structure (SMILES) = O=CO[C@H](Br)CC(=O)Cl
LUMO = -0.81 eV
F_max = 9.74 eV/A
charge = 0
relative energy (zero: lowest compared OMol25 entry of this formula, charge and spin) = 416.1 kJ/mol
HOMO = -10.8934 eV
orbital gap = 10.08 eV

Each line ends with the Mulliken charge.
CARTESIAN COORDINATES (ANGSTROEM)
O: -1.0998 -2.2672 2.0030  -0.428
C: -0.2419 -1.3328 1.5061  0.256
O: -0.5647 0.0987 1.3987  -0.278
C: -1.0647 0.4631 0.0643  -0.169
Br: -2.5115 -0.7273 -0.6515  -0.067
C: 0.0805 0.5819 -1.1020  -0.435
C: 1.6273 0.6175 -0.5607  0.347
O: 2.4254 -0.4104 -0.9517  -0.447
Cl: 2.3352 1.9948 0.4965  -0.141
H: 0.8462 -1.7131 1.1957  0.298
H: -1.5530 1.5462 0.1765  0.384
H: -0.2205 1.5208 -1.7704  0.357
H: -0.0585 -0.3722 -1.8047  0.324



Computed, not measured: C3H6N2O in the gas phase in a non-equilibrium geometry, with ωB97M-V with the def2-TZVPD basis set.

Properties
LUMO = 0.71 eV
F_max = 3.63 eV/A
charge = 0
relative energy (zero: lowest compared OMol25 entry of this formula, charge and spin) = 393.3 kJ/mol
HOMO = -8.9842 eV
orbital gap = 9.69 eV

Each line ends with the Mulliken charge.
CARTESIAN COORDINATES (ANGSTROEM)
C: -1.7360 -0.3667 -0.4324  -0.862
N: -1.1471 0.7655 0.2246  -0.141
C: 0.1365 0.9092 0.4661  -0.542
N: 0.9695 -0.1347 0.2217  -0.043
C: 2.3029 -0.0377 0.5139  0.110
O: 3.1029 -0.9251 0.3143  -0.532
H: -2.8259 -0.2718 -0.2921  0.291
H: -1.6184 -0.3048 -1.5326  0.343
H: -1.5814 -1.4359 -0.2354  0.311
H: -0.8494 1.8845 -0.0282  0.484
H: 0.6526 -1.0160 -0.1719  0.233
H: 2.5939 0.9335 0.9522  0.347



Computed, not measured: 2 unconnected molecules or ions with the total composition C2H7FN3O2 in a non-equilibrium geometry, with ωB97M-V with the def2-TZVPD basis set.

Properties
LUMO = 3.80 eV
F_max = 5.97 eV/A
charge = -1
relative energy (zero: lowest compared OMol25 entry of this formula, charge and spin) = 102.8 kJ/mol
HOMO = -3.6257 eV
orbital gap = 7.43 eV

Each line ends with the Mulliken charge.
CARTESIAN COORDINATES (ANGSTROEM)
C: -0.0755 0.8766 -0.0340  -1.019
H: -0.7373 -1.1309 0.3374  0.319
F: -2.6018 0.7298 -0.5098  -0.924
C: 0.0795 -0.6321 -0.2195  0.498
H: -0.3975 1.4255 -0.9741  0.218
N: -0.4965 1.3931 1.2726  1.027
O: -0.4810 0.6445 2.2552  -0.617
O: -1.1015 2.4731 1.2634  -0.543
N: 1.3909 -1.0252 0.3388  -0.757
H: 1.5047 -2.0311 0.2687  0.216
H: 1.4394 -0.7695 1.3248  0.279
N: -0.0453 -0.9310 -1.6175  -0.565
H: -0.1339 -1.9209 -1.8113  0.214
H: 0.7142 -0.4768 -2.1589  0.240
H: 0.9418 1.3749 0.2643  0.416



Computed, not measured: 2 unconnected molecules or ions with the total composition C5H11N2 in a non-equilibrium geometry, with ωB97M-V with the def2-TZVPD basis set.

Properties
LUMO = -3.92 eV
F_max = 5.09 eV/A
charge = +1
relative energy (zero: lowest compared OMol25 entry of this formula, charge and spin) = 597.2 kJ/mol
HOMO = -12.8716 eV
orbital gap = 8.95 eV

Each line ends with the Mulliken charge.
CARTESIAN COORDINATES (ANGSTROEM)
C: -0.7647 1.6757 -2.2496  -0.635
C: 0.3760 2.1067 -1.9022  0.213
C: 1.2531 -0.4274 -0.5666  -0.266
C: 0.0279 -0.1021 0.2456  -0.439
C: -0.6313 -1.7196 1.6983  -0.724
N: 1.0125 0.8843 -0.0746  -0.628
N: -0.1312 -0.3465 1.7334  -0.160
H: -1.1971 1.8912 -3.2091  0.293
H: -1.2985 0.9406 -1.7042  0.175
H: 1.2849 2.6544 -1.9217  0.443
H: 1.8985 -0.9645 0.1001  0.301
H: 1.2811 -0.7199 -1.5968  0.311
H: -0.9509 -0.0148 -0.1171  0.341
H: -1.7168 -1.5635 1.4365  0.334
H: -0.0854 -2.2271 0.9543  0.319
H: -0.5214 -2.1976 2.7808  0.339
H: 0.8153 -0.2919 2.1164  0.408
H: -0.6521 0.4220 2.2765  0.371